Record 1
11
Properties=species:S:1:pos:R:3 method="wB97M-V/def2-TZVPD" homo_energy_ev=-11.26 homo_lumo_gap_ev=12.05 smiles=C[C@@H]1O[C@H]1C#N lumo_energy_ev=0.80 multiplicity=1 charge=0 e_above_lowest_kcal_mol=46.9
C -2.045 -0.520 0.927
C -0.892 -0.143 0.111
O -0.072 -1.146 -0.639
C 0.581 -0.300 0.291
C 1.356 0.823 -0.328
N 2.000 1.692 -0.727
H -1.907 -1.340 1.602
H -2.275 0.315 1.579
H -2.970 -0.711 0.279
H -1.224 0.680 -0.539
H 0.954 -0.778 1.267

Record 2
146
Properties=species:S:1:pos:R:3 method="wB97M-V/def2-TZVPD" homo_energy_ev=-14.33 homo_lumo_gap_ev=1.10 lumo_energy_ev=-13.23 multiplicity=1 charge=+6
C 10.875 -7.393 3.482
C 10.665 -8.563 4.035
C 10.952 -9.887 4.278
N 0.931 -0.747 9.284
C -0.537 -1.311 9.490
C 1.591 0.366 9.977
C 2.318 1.148 9.009
C 2.176 0.504 7.641
C 1.303 -0.578 7.948
H -3.871 1.652 -8.322
H -6.084 -2.097 13.761
H -3.825 0.141 8.822
H -7.407 -9.282 -0.721
H 4.951 0.049 3.609
H 1.937 12.682 -5.016
H 0.481 1.075 -10.302
H -1.154 -0.347 9.544
H -0.700 -1.495 10.606
H -0.942 -2.031 8.747
H 1.938 -9.501 1.475
H 1.356 0.688 10.886
H -5.193 7.897 9.029
H 2.923 2.079 9.398
H 2.810 0.538 6.889
H -4.437 -2.462 4.896
H 3.154 3.510 -2.923
H 0.595 -0.979 7.049
C 1.571 9.031 6.468
C 2.241 9.903 5.503
C 3.731 9.635 5.398
O 4.210 9.719 4.044
C 5.605 10.044 3.972
N 1.811 9.687 4.056
H 1.585 8.703 3.856
H 1.007 10.256 3.824
H 2.658 9.899 3.466
H 2.163 9.095 7.385
H 1.606 7.954 6.284
H 0.565 9.353 6.724
H 2.167 10.951 5.629
H 3.939 8.640 5.760
H 4.382 10.327 6.014
H 5.885 9.948 2.947
H 6.145 9.236 4.441
H 5.795 11.021 4.500
C -1.027 8.590 -5.893
C -1.067 9.039 -7.297
C -1.849 8.075 -8.116
O -2.319 8.694 -9.254
C -3.588 8.247 -9.805
N -1.715 10.374 -7.377
H -2.583 10.447 -6.864
H -1.029 10.980 -6.929
H -1.920 10.551 -8.413
H -0.490 7.670 -5.739
H -2.046 8.467 -5.520
H -0.520 9.226 -5.135
H -0.048 9.122 -7.741
H -2.686 7.800 -7.469
H -1.196 7.212 -8.356
H -3.449 7.853 -10.817
H -4.187 9.148 -9.937
H -3.997 7.527 -9.086
C 7.130 -6.142 -4.877
C 8.285 -5.658 -5.618
N 8.242 -5.958 -7.069
C 7.827 -5.110 -8.086
C 7.902 -5.851 -9.246
N 8.378 -7.085 -8.905
C 8.575 -7.111 -7.572
C 8.935 -8.081 -9.766
H 7.232 -6.019 -3.836
H 7.001 -7.258 -4.940
H 6.216 -5.612 -5.241
H 9.259 -6.073 -5.228
H 8.376 -4.582 -5.509
H 7.562 -4.102 -7.895
H 7.799 -5.479 -10.225
H 8.855 -7.999 -7.011
H 8.241 -8.243 -10.569
H 8.964 -9.058 -9.280
H 9.852 -7.659 -10.175
C -6.265 3.476 5.377
C -4.771 3.257 5.077
N -4.796 2.096 4.206
C -5.561 0.996 4.385
C -5.169 0.022 3.524
N -4.330 0.557 2.607
C -4.076 1.832 3.032
C -3.555 -0.209 1.554
H -6.590 2.912 6.229
H -6.814 3.231 4.485
H -6.328 4.534 5.585
H -4.096 3.112 5.935
H -4.328 4.074 4.473
H -6.304 0.897 5.162
H -5.614 -0.947 3.520
H -3.182 2.468 2.830
H -3.401 -1.240 1.906
H -2.547 0.289 1.539
H -4.042 -0.164 0.664
C -2.279 -6.940 -7.120
C -3.524 -6.291 -6.476
N -3.915 -5.055 -7.123
C -5.127 -4.446 -6.913
C -5.211 -3.395 -7.792
N -4.111 -3.465 -8.572
C -3.365 -4.485 -8.155
C -3.849 -2.737 -9.799
H -1.484 -6.250 -7.298
H -2.642 -7.487 -7.986
H -1.923 -7.742 -6.422
H -3.215 -6.025 -5.458
H -4.276 -7.023 -6.313
H -5.828 -4.884 -6.215
H -5.996 -2.683 -7.949
H -2.428 -4.870 -8.595
H -4.025 -1.706 -9.663
H -4.644 -3.087 -10.427
H -2.848 -2.948 -10.100
C -1.124 -4.582 6.186
C -2.233 -5.687 6.444
N -2.042 -6.857 5.487
C -0.970 -7.735 5.536
C -1.092 -8.634 4.515
N -2.330 -8.336 3.872
C -2.870 -7.295 4.496
C -2.752 -9.038 2.634
H -1.167 -4.325 5.124
H -0.129 -5.125 6.226
H -1.118 -3.749 6.757
H -3.207 -5.382 6.182
H -2.326 -5.987 7.520
H -0.172 -7.551 6.250
H -0.403 -9.191 4.042
H -3.714 -6.757 4.219
H -2.116 -9.876 2.506
H -2.778 -8.303 1.834
H -3.764 -9.417 2.928
As -0.597 1.359 4.513
F -1.989 0.493 4.385
F -0.821 1.407 6.253
F 0.863 2.214 4.709
F -0.375 1.034 2.747
F -1.268 2.823 4.106
F 0.167 -0.180 4.771

Record 3
45
Properties=species:S:1:pos:R:3 method="wB97M-V/def2-TZVPD" homo_energy_ev="-13.45 / -14.65" homo_lumo_gap_ev="6.91 / 4.27" lumo_energy_ev="-6.54 / -10.39" multiplicity=5 charge=+2 s2=6.04 e_above_lowest_kcal_mol=0.0
Pt 2.004 -0.046 0.659
C 6.062 0.885 -0.432
C 4.591 0.738 -0.376
N 3.961 0.032 0.708
N 4.680 -0.535 1.625
C 3.972 -1.169 2.553
N 4.587 -1.780 3.550
S 2.180 -1.229 2.504
C 3.672 1.230 -1.296
C 4.052 1.948 -2.453
C 3.095 2.382 -3.339
C 1.747 2.110 -3.087
C 1.407 1.417 -1.941
N 2.320 0.992 -1.061
H 6.533 0.422 0.429
H 6.345 1.940 -0.454
H 6.464 0.416 -1.335
H 5.600 -1.759 3.604
H 4.079 -2.276 4.269
H 5.100 2.144 -2.629
H 3.385 2.928 -4.226
H 0.969 2.425 -3.767
H 0.375 1.188 -1.713
O -7.792 -3.616 0.250
S -6.691 -3.368 -0.615
O -5.499 -4.140 -0.491
O -6.928 -2.698 -1.886
C -6.074 -1.468 0.004
N -7.006 -0.645 0.349
C -6.555 0.500 0.859
C -5.189 0.755 0.969
C -4.318 -0.225 0.518
N -4.789 -1.373 0.007
C -2.837 -0.134 0.551
C -2.091 -1.268 0.230
C -0.717 -1.207 0.260
N -0.061 -0.079 0.587
C -0.770 1.022 0.893
C -2.148 1.029 0.886
H -7.296 1.222 1.180
H -4.852 1.690 1.392
H -2.590 -2.189 -0.039
H -0.112 -2.069 0.014
H -0.206 1.909 1.151
H -2.659 1.947 1.139

Which largest force on an atom belongs to each record? In order, 2.4; 9.0; 0.1 eV/A.